Entry 1:
Below is a molecular structure, C43H48F3N2O5RhS2Sb, with properties calculated with the ωB97M-V functional and the def2-TZVPD basis.

Properties
spin multiplicity	5
expectation value of S²	6.01
net charge	-1

Last column: Mulliken charge in e.
Geometry (Å):
Rh: -0.59885 -0.52310 -0.02154  1.2568
C: 5.38840 -0.01642 4.90967  -1.5343
C: 4.34043 -0.75669 4.12349  1.1446
C: 4.48665 -2.10488 3.82489  -0.6987
C: 3.51042 -2.79217 3.11295  -0.4362
C: 2.36952 -2.13199 2.69166  -0.7426
C: 2.21256 -0.77996 2.97552  -0.4556
C: 3.18837 -0.10318 3.68687  -1.2489
S: 1.10699 -2.98016 1.73684  1.3967
O: 1.67369 -4.29396 1.49940  -0.8925
O: -0.10992 -2.91762 2.52375  -0.7979
N: 0.90578 -2.14182 0.43693  0.7960
C: 2.02044 -2.10897 -0.49774  -0.8594
C: 2.11332 -0.78819 -1.26108  0.1261
O: 3.13531 -0.52214 -1.87971  -0.7322
O: 1.07871 -0.01134 -1.24083  0.1954
H: 6.36663 -0.48736 4.80929  0.3808
H: 5.13931 0.00396 5.97363  0.2956
H: 5.47298 1.01787 4.57494  0.3444
H: 5.38211 -2.62755 4.14214  0.3572
H: 3.62807 -3.83870 2.86813  0.5280
H: 1.32717 -0.25796 2.63675  0.8333
H: 3.05793 0.95482 3.88451  0.4072
H: 1.92520 -2.89661 -1.25520  0.2026
H: 2.99322 -2.27028 -0.02084  0.3532
C: -2.01463 -3.98507 -0.50175  -2.5120
C: -2.85617 -2.76544 -0.91630  4.1185
C: -2.59745 -2.49862 -2.40641  -1.3101
C: -2.41183 -1.59657 -0.07984  -2.3953
C: -4.34833 -2.99086 -0.69483  -0.7911
C: -5.23488 -1.95804 -1.01171  0.7812
C: -6.59726 -2.08553 -0.80944  -0.9278
C: -7.11655 -3.25902 -0.27179  -0.4850
C: -6.25152 -4.28980 0.05294  -0.8504
C: -4.88206 -4.15739 -0.15806  -0.3203
H: -0.96232 -3.77011 -0.68715  0.3348
H: -2.29378 -4.88014 -1.06691  0.5395
H: -2.10393 -4.18973 0.56672  0.4460
H: -1.54213 -2.25027 -2.55118  0.1993
H: -3.19221 -1.66285 -2.77505  0.0585
H: -2.83199 -3.38013 -3.00929  0.4664
H: -2.78835 -1.66421 0.94715  0.7744
H: -4.83413 -1.03724 -1.41603  -0.0544
H: -7.25917 -1.26880 -1.07273  0.4179
H: -8.18195 -3.36487 -0.11044  0.3828
H: -6.63954 -5.20927 0.47466  0.3631
H: -4.22760 -4.97475 0.11015  0.4322
C: -1.08035 -0.66554 4.71215  -0.7396
N: -2.24526 -0.11646 4.02753  0.2843
C: -3.47707 0.08696 4.76484  -0.9601
C: -2.11301 0.28025 2.74744  0.1320
C: -3.33808 0.83754 2.06552  -0.6253
O: -1.01240 0.23086 2.18456  0.1443
H: -1.42495 -1.27042 5.54853  0.4284
H: -0.42692 0.12846 5.08315  0.2485
H: -0.53150 -1.30161 4.02357  0.0883
H: -3.36396 -0.35445 5.75208  0.3384
H: -4.32249 -0.39769 4.27575  0.3123
H: -3.70991 1.14720 4.89453  0.3080
H: -3.64967 1.76589 2.55119  0.6699
H: -4.17083 0.13594 2.09589  0.4449
H: -3.08520 1.01494 1.02334  -0.8037
C: 2.95973 1.94041 0.47398  -0.8782
S: 1.42307 2.37884 1.29546  0.1973
C: 1.35192 4.12609 0.87018  -0.9693
H: 2.86707 2.04643 -0.60661  0.1817
H: 3.15255 0.88890 0.67685  0.0918
H: 3.79302 2.53500 0.85068  0.4916
H: 2.13141 4.69874 1.37521  0.4683
H: 0.37793 4.50712 1.17559  0.1896
H: 1.44776 4.26398 -0.20771  0.2301
F: -2.21244 7.58443 0.86649  -0.3683
C: -2.04678 6.34745 0.32999  0.2894
C: -2.67715 5.27370 0.92557  -0.7885
C: -2.49543 4.01541 0.36775  0.3669
C: -1.71835 3.82109 -0.77332  0.5934
C: -1.09074 4.93335 -1.32926  -0.6842
C: -1.24812 6.20242 -0.78538  -0.6989
Sb: -1.42262 1.80636 -1.49251  0.1531
C: -0.39764 2.38986 -3.28331  -0.1418
C: 0.92668 2.02615 -3.52218  -0.5396
C: 1.59315 2.48466 -4.65416  -0.6015
C: 0.91890 3.30322 -5.53338  0.2554
F: 1.56355 3.76135 -6.63768  -0.3628
C: -0.39647 3.68082 -5.33681  -0.8002
C: -1.04648 3.21668 -4.20318  -0.4417
C: -3.34973 1.60653 -2.42065  0.7090
C: -3.50133 1.04861 -3.68761  -0.5880
C: -4.75802 0.83396 -4.23887  -0.5639
C: -5.86847 1.19536 -3.50417  0.2359
F: -7.09957 0.99941 -4.03558  -0.3895
C: -5.76739 1.75149 -2.24532  -0.5660
C: -4.50006 1.94360 -1.71147  -0.4561
H: -3.28410 5.42704 1.80725  0.4601
H: -2.96582 3.17094 0.85997  -0.3790
H: -0.45265 4.82395 -2.19627  0.3936
H: -0.75856 7.06714 -1.21235  0.4354
H: 1.43753 1.36749 -2.83037  0.2666
H: 2.61876 2.20251 -4.84887  0.5363
H: -0.88670 4.32317 -6.05563  0.4443
H: -2.07496 3.51628 -4.03753  0.5606
H: -2.62864 0.76166 -4.26228  0.5316
H: -4.88110 0.38931 -5.21690  0.4236
H: -6.66321 2.01456 -1.69943  0.4688
H: -4.42934 2.37463 -0.71826  0.0847



Entry 2:
Below is a molecular structure, C25H33N3PRhTe, with properties calculated with the ωB97M-V functional and the def2-TZVPD basis.

Properties
spin multiplicity	5
expectation value of S²	6.02
net charge	0

Last column: Mulliken charge in e.
Geometry (Å):
Rh: 0.67058 1.09352 0.48138  -0.5302
N: 3.15791 3.34451 1.75331  -0.3978
C: 2.88583 3.34332 3.17518  -0.7612
C: 1.49578 2.76738 3.46879  -0.9471
N: 1.21879 1.46314 2.87138  0.2440
C: 2.08356 0.37988 3.33768  -0.7507
C: 3.21131 0.13020 2.32819  -0.7447
N: 2.65005 -0.34371 1.06589  -0.3022
H: 2.44642 3.88149 1.26631  0.1377
H: 4.05851 3.76353 1.54541  0.1677
H: 3.65991 2.75045 3.67471  0.3826
H: 2.91015 4.35269 3.62491  0.4223
H: 1.38589 2.72469 4.56585  0.3182
H: 0.74839 3.46170 3.07631  0.3870
H: 0.25023 1.24569 3.10908  0.1794
H: 2.53115 0.60825 4.31478  0.4051
H: 1.48477 -0.53203 3.44152  0.4033
H: 3.70481 1.07954 2.12004  0.3896
H: 3.93712 -0.58391 2.74826  0.3377
H: 3.33071 -0.24176 0.31778  0.1817
H: 2.41784 -1.33145 1.13158  0.1346
C: -0.14313 -2.33537 1.38322  -1.1517
C: -0.23061 -2.91373 0.00512  0.6592
C: -0.08874 -4.28372 -0.16481  -0.7192
C: -0.25189 -4.87869 -1.40171  -0.8308
C: -0.54245 -4.09197 -2.50290  -0.8195
C: -0.65421 -2.72339 -2.35850  -0.7576
C: -0.49760 -2.11685 -1.11553  0.6443
P: -0.63950 -0.30560 -0.91549  3.2201
C: -0.82518 0.29257 -2.62009  0.7823
C: -1.99946 0.94463 -2.98808  -1.3405
C: -2.10166 1.56132 -4.22209  -0.8059
C: -1.02404 1.53502 -5.09344  -0.7073
C: 0.15435 0.90892 -4.72237  -0.7838
C: 0.27792 0.28976 -3.48767  1.1323
C: 1.56379 -0.36245 -3.08845  -1.3722
C: -2.28496 -0.23607 -0.15216  -0.4735
C: -3.25705 -1.20215 -0.36918  -0.3516
C: -4.37754 -1.25815 0.44003  -0.8110
C: -4.49630 -0.37715 1.50895  -0.6182
C: -3.55096 0.60406 1.71407  -0.9926
C: -2.45182 0.75013 0.85183  1.4049
C: -1.52021 1.85252 0.93279  -1.7202
H: -1.13379 -2.32356 1.83942  0.3691
H: 0.21012 -1.29589 1.35117  -0.3685
H: 0.51429 -2.93467 2.01498  0.5413
H: 0.12581 -4.90218 0.69428  0.4616
H: -0.16650 -5.94975 -1.50905  0.3896
H: -0.69690 -4.54259 -3.47162  0.4420
H: -0.88183 -2.10898 -3.21670  0.4884
H: -2.82721 0.97727 -2.28845  0.4090
H: -3.00729 2.08829 -4.48996  0.4352
H: -1.09846 2.00642 -6.06295  0.3863
H: 1.00242 0.91784 -5.39360  0.4481
H: 1.57815 -1.41562 -3.37146  0.3477
H: 1.67770 -0.30444 -2.00153  -0.1379
H: 2.40359 0.13498 -3.56818  0.4791
H: -3.14115 -1.91504 -1.17557  0.4702
H: -5.13616 -2.00428 0.26365  0.4124
H: -5.34500 -0.45141 2.17421  0.4024
H: -3.67614 1.30394 2.53062  0.3899
H: -1.66384 2.48186 1.81467  0.3687
H: -1.53169 2.45520 0.02271  0.3256
Te: 1.49544 2.77191 -1.20853  -0.3051



Entry 3:
Below is C11H22O2 in the gas phase, with properties calculated with the ωB97M-V functional and the def2-TZVPD basis.

Properties
structure (SMILES)	CCCCCCCCCCC(=O)O
spin multiplicity	1
ΔE to the lowest compared entry with this formula, charge and spin	17.8	kJ/mol
net charge	0

Last column: Mulliken charge in e.
Geometry (Å):
C: -1.34872 -0.51363 4.84018  -1.4261
C: -1.50736 -0.07473 3.38917  0.0245
C: -0.67742 1.17215 3.09204  -0.6067
C: -0.96708 1.82971 1.74065  -0.9394
C: -0.37166 1.13123 0.51477  -0.5439
C: -1.11326 -0.13319 0.07048  -0.4138
C: -0.98824 -0.39710 -1.43086  -1.0930
C: 0.44037 -0.70403 -1.87285  -0.4009
C: 0.52013 -0.92211 -3.38229  -0.6531
C: 1.93963 -1.25860 -3.83749  -0.5356
C: 2.87188 -0.08686 -3.66282  0.5240
O: 2.59748 1.06837 -3.84206  -0.5632
O: 4.09838 -0.48178 -3.29045  -0.4697
H: -1.69486 0.26539 5.51658  0.3517
H: -0.30421 -0.72014 5.06378  0.3311
H: -1.92475 -1.41542 5.03389  0.3894
H: -2.56006 0.13703 3.18895  0.2957
H: -1.20255 -0.89170 2.73649  0.0722
H: -0.88685 1.90788 3.87339  0.3760
H: 0.38491 0.92541 3.15486  0.2777
H: -0.55531 2.84218 1.77160  0.3182
H: -2.04779 1.92489 1.61146  0.3572
H: -0.39704 1.84596 -0.31152  0.4376
H: 0.67677 0.90069 0.71203  0.2655
H: -2.17381 -0.02750 0.30933  0.4157
H: -0.73616 -1.00220 0.61118  0.1734
H: -1.62863 -1.24296 -1.69467  0.3662
H: -1.35226 0.47411 -1.98029  0.4065
H: 0.79624 -1.59725 -1.35297  0.2930
H: 1.09310 0.12631 -1.60091  0.2877
H: -0.14970 -1.73431 -3.67160  0.4053
H: 0.19830 -0.01311 -3.89399  0.3037
H: 1.93535 -1.50251 -4.90305  0.3228
H: 2.34333 -2.11367 -3.29450  0.3019
H: 4.69183 0.28147 -3.20851  0.3486



Computed energy (eV) in order:
-97955.458 -50519.722 -15859.867